(1)
{"formula": "C6H5NO3", "method": "wB97M-V/def2-TZVPD", "elements": ["O", "N", "O", "C", "C", "C", "C", "C", "C", "O", "H", "H", "H", "H", "H"], "xyz": [[1.672, 3.087, -1.863], [1.251, 1.971, -1.557], [1.816, 0.832, -1.641], [-0.071, 2.007, -0.969], [-0.652, 1.104, -0.170], [-0.484, -0.287, 0.345], [0.527, -1.186, 0.238], [0.118, -2.328, 0.998], [-1.065, -1.978, 1.590], [-1.698, -0.786, 1.011], [-0.439, 3.061, -0.849], [-1.630, 1.662, 0.022], [1.418, -1.316, -0.531], [0.641, -3.323, 0.908], [-1.404, -2.520, 2.467]], "atomic_forces_ev_per_a": [[0.5, -1.9, -0.2], [0.4, -1.4, 0.4], [-0.9, 3.3, -0.2], [0.6, 1.1, 1.1], [-2.2, -0.2, -0.2], [-1.7, 2.2, -1.7], [0.9, -1.3, -2.1], [-0.4, 0.1, -0.2], [-0.5, -0.4, -1.0], [5.9, -1.7, 1.8], [0.4, -1.2, -0.9], [1.0, -1.7, 0.7], [-2.0, 1.3, 2.0], [-0.7, 1.4, 1.0], [-1.3, 0.4, -0.5]], "lowdin_charge": [0.064, -0.357, 0.028, -0.053, 0.025, -0.217, -0.036, -0.084, -0.068, 0.012, 0.138, 0.140, 0.161, 0.132, 0.115], "e_lumo_ev": -0.98, "relative_energy_kcal_mol": 156.3, "homo_lumo_gap_ev": 7.99, "energy_ev": -13929.2392, "smiles": "O=[N+]([O-])/C=C\\c1ccco1"}

(2)
{"formula": "C3H5MgO3", "method": "wB97M-V/def2-TZVPD", "elements": ["H", "C", "C", "O", "C", "O", "Mg", "O", "H", "H", "H", "H"], "xyz": [[1.951, -2.091, -0.253], [1.226, -1.296, -0.077], [0.287, -1.139, -1.058], [-1.051, -1.012, -0.863], [-1.429, 0.010, -0.031], [-2.776, 0.106, -0.150], [0.182, 0.678, 1.207], [2.012, 1.190, 1.053], [1.579, -0.929, 0.885], [2.792, 0.785, 1.431], [0.472, -1.583, -2.040], [-3.142, 0.412, 0.684]], "atomic_forces_ev_per_a": [[0.5, 0.7, -1.1], [0.3, -1.0, -1.0], [0.6, -2.7, 1.5], [0.0, 1.9, -0.8], [0.5, 0.3, 0.9], [-0.3, -0.1, 0.3], [0.8, 0.1, -0.9], [-1.1, 0.3, 0.7], [-1.3, 0.3, 0.1], [0.0, 0.2, 0.1], [0.0, 0.0, 0.4], [0.0, 0.1, -0.1]], "lowdin_charge": [0.070, -0.032, -0.206, -0.079, -0.360, -0.015, 0.903, -0.448, 0.010, -0.049, 0.123, 0.083], "e_lumo_ev": [-0.54, -0.79], "s2": 0.7533, "spin_multiplicity": 2, "relative_energy_kcal_mol": 77.1, "homo_lumo_gap_ev": [5.55, 8.24], "energy_ev": -14775.2906}